ORCA calculation (ωB97M-V/def2-TZVPD) on a molecular structure, C35H44BiGeN4O2PSSi in a non-equilibrium geometry.

Output
Energy above the lowest of the compared OMol25 structures with the same formula, charge and spin: 0.0 kcal per mole
Kohn-Sham gap: 7.00 eV
Electronic energy: -137409.1619 eV
Net charge: +2
LUMO: -6.04 eV

Positions of all 90 atoms, in Å:
Bi (12.2488, 11.7340, 13.0092)
C (10.7150, 5.9416, 16.7731)
Si (11.1825, 6.7337, 15.1602)
C (9.6672, 6.9076, 14.1014)
C (12.5028, 5.7831, 14.2590)
C (11.9578, 8.4320, 15.6449)
C (11.9849, 8.7838, 16.9984)
C (12.5113, 10.0159, 17.4749)
C (13.0336, 10.8889, 16.5787)
N (13.0833, 10.5534, 15.2538)
C (12.5539, 9.4062, 14.8419)
S (12.6721, 9.1872, 13.0543)
H (10.3727, 4.9211, 16.6729)
H (9.9359, 6.5293, 17.2611)
H (11.5586, 5.9424, 17.4796)
H (9.0873, 5.9827, 14.0835)
H (9.9844, 7.1375, 13.0817)
H (9.0077, 7.6906, 14.4786)
H (12.1713, 4.7740, 14.0659)
H (13.4040, 5.7188, 14.9240)
H (12.8595, 6.2341, 13.3583)
H (11.5950, 8.1145, 17.7690)
H (12.5426, 10.2592, 18.5348)
H (13.4276, 11.8530, 16.8810)
C (18.2742, 10.3563, 12.5908)
N (17.8009, 10.9559, 13.9099)
C (18.1763, 12.4167, 14.0246)
N (17.6685, 13.1884, 12.8826)
C (18.1482, 12.5654, 11.6398)
N (17.7605, 11.1325, 11.5015)
C (16.3280, 11.0126, 11.2686)
P (15.3434, 11.6846, 12.7258)
C (16.2786, 10.7679, 14.0024)
C (16.2078, 13.3159, 12.9005)
H (17.9226, 9.3100, 12.5347)
H (19.3912, 10.3673, 12.5751)
H (18.2454, 10.4282, 14.6476)
H (19.2674, 12.4792, 14.0174)
H (17.7712, 12.7838, 14.9519)
H (19.2567, 12.6406, 11.6063)
H (17.7017, 13.1377, 10.8282)
H (16.0831, 9.9417, 11.1763)
H (16.0599, 11.5136, 10.3552)
H (16.1233, 9.6916, 13.9188)
H (16.0003, 11.0850, 15.0047)
H (15.8874, 13.8031, 13.8229)
H (15.8997, 13.9472, 12.0815)
O (12.6065, 12.8747, 11.2666)
C (13.2418, 12.8824, 10.1041)
O (14.4316, 13.0222, 10.0390)
C (12.3545, 12.6817, 8.9173)
C (11.9873, 11.2062, 8.7796)
Ge (10.3720, 10.3624, 9.5982)
C (10.7819, 8.4625, 9.8082)
C (12.1186, 8.0363, 9.7452)
C (12.4516, 6.7302, 10.1182)
C (11.4531, 5.8615, 10.5422)
C (10.1187, 6.2401, 10.6099)
C (9.8043, 7.5528, 10.2356)
C (8.8220, 10.6986, 8.5029)
C (8.1438, 11.9180, 8.5494)
C (7.0477, 12.1782, 7.7257)
C (6.6129, 11.2046, 6.8388)
C (7.2810, 10.0052, 6.7807)
C (8.3656, 9.7403, 7.6040)
C (9.9000, 11.1559, 11.4025)
C (9.6148, 10.3494, 12.5129)
C (9.3066, 10.9206, 13.7446)
C (9.2360, 12.3111, 13.8867)
C (9.4249, 13.1387, 12.7808)
C (9.7847, 12.5474, 11.5489)
H (12.9089, 12.9620, 8.0518)
H (11.4808, 13.3310, 9.0126)
H (12.8453, 10.5914, 9.0234)
H (11.8192, 10.9821, 7.7441)
H (12.9268, 8.6817, 9.4586)
H (13.4885, 6.3893, 10.1623)
H (11.7481, 4.8400, 10.7855)
H (9.3830, 5.4865, 10.8908)
H (8.7524, 7.8552, 10.2675)
H (8.4501, 12.7294, 9.2123)
H (6.5730, 13.1516, 7.7641)
H (5.7378, 11.4110, 6.2181)
H (6.9236, 9.2212, 6.1214)
H (8.8952, 8.7735, 7.5492)
H (9.6173, 9.2733, 12.4307)
H (9.1075, 10.2645, 14.5742)
H (8.9918, 12.7341, 14.8336)
H (9.2889, 14.2027, 12.8490)
H (10.0075, 13.2136, 10.7285)

Atom charges from the Mulliken analysis, given in e for atoms 1 to 6:
1 Bi 1.45
2 C -1.21
3 Si 0.14
4 C -0.14
5 C -0.92
6 C -0.01